(1)
Below is a structure of composition C23H23AsN4O2S7W, with properties calculated with ωB97M-V with the def2-TZVPD basis set.

XYZ file:
```
61
Properties=species:S:1:pos:R:3
W 1.48741 1.66349 -1.01299
S 3.80311 1.37313 -0.52439
C 4.15322 -0.30692 -0.23871
C 5.43982 -0.68419 0.14509
C 5.76487 -2.01657 0.36995
C 7.09330 -2.37012 0.77201
N 8.16112 -2.65434 1.09559
C 4.77482 -3.00268 0.19988
C 3.49621 -2.63083 -0.18953
C 3.16611 -1.29281 -0.41112
S 1.58283 -0.82486 -0.90501
C 5.06387 -4.38922 0.42187
N 5.27198 -5.50722 0.60183
H 6.19703 0.07936 0.26878
H 2.73911 -3.39303 -0.32430
O 0.87635 1.19536 0.95262
C 0.11306 1.70689 1.86208
C 0.46068 1.59243 3.22621
C -0.37393 2.06673 4.21305
C -1.58385 2.68654 3.89786
C -1.93553 2.81379 2.56667
C -1.11886 2.32375 1.54769
C -1.52247 2.43964 0.14879
N -0.78614 2.30723 -0.93933
C -1.60297 2.58205 -2.01153
C -2.85819 2.84224 -1.57264
N -2.79422 2.76218 -0.20199
H 1.40631 1.11959 3.45806
H -0.07817 1.96607 5.25194
H -2.22693 3.07840 4.67516
H -2.85507 3.33102 2.31541
H -1.21318 2.60664 -3.01283
H -3.76342 3.08171 -2.09989
H -3.57428 2.70715 0.42596
S 1.24462 5.08611 -3.23668
As 2.49833 4.03034 -1.90909
S 1.10543 1.48285 -3.11655
S 1.58585 3.91193 0.05988
S 4.55234 4.36563 -2.02696
C -3.98594 -1.48365 -3.41966
C -2.83389 -2.27884 -2.81190
C -1.70357 -1.38290 -2.31618
S -1.95810 -0.72917 -0.64573
O -3.43541 -0.50412 -0.45409
C -1.57595 -2.26482 0.26987
C -2.36070 -2.30965 1.57253
C -1.88220 -1.27736 2.58665
H -4.78059 -2.14610 -3.77144
H -3.63712 -0.89399 -4.27080
H -4.39934 -0.80449 -2.67583
H -2.42706 -2.96746 -3.55786
H -3.21366 -2.89289 -1.99057
H -1.58383 -0.50482 -2.95518
H -0.72929 -1.87395 -2.27072
H -0.50017 -2.20571 0.44788
H -1.78708 -3.13115 -0.35916
H -2.26703 -3.31769 1.98781
H -3.41644 -2.14523 1.34510
H -0.82401 -1.41066 2.82129
H -2.45001 -1.34487 3.51701
H -1.99912 -0.25993 2.20813
```

Results
Gap between HOMO and LUMO ... 5.87 eV
E ... -6350.17631 Ha
Energy above the lowest of the compared OMol25 structures with the same formula, charge and spin ... 0.0 kcal per mole
Net charge ... -2
2S+1 ... 1

---

(2)
Below is a cluster of 10 separate species, C46H62N6O8 in total in a non-equilibrium geometry, with properties calculated with ωB97M-V with the def2-TZVPD basis set.

XYZ file:
```
122
Properties=species:S:1:pos:R:3
N 1.00879 2.95581 1.28749
C -0.25119 2.83778 0.83227
C -0.79262 3.60023 -0.23117
C 0.05220 4.55001 -0.77362
C 1.28459 4.78101 -0.25592
C 1.72878 4.00825 0.75657
H -0.76526 1.96682 1.24285
H -1.78887 3.43488 -0.63754
H -0.28703 5.16124 -1.64458
H 1.83354 5.57788 -0.73618
H 2.69316 4.11303 1.15285
N -0.24317 3.82037 -4.05716
C -0.29312 2.45084 -4.17555
C -0.42034 1.78997 -5.36707
C -0.39609 2.51870 -6.57073
C -0.23025 3.92982 -6.50763
C -0.17979 4.49817 -5.24098
H -0.25585 1.84568 -3.25487
H -0.54627 0.67574 -5.40866
H -0.63229 2.09356 -7.52751
H -0.07050 4.60744 -7.33323
H 0.11437 5.54400 -5.14199
N -4.30709 6.12095 -2.77753
C -3.71637 7.02591 -1.98233
C -3.47942 6.89275 -0.67436
C -3.93671 5.70278 -0.07868
C -4.54675 4.72811 -0.86615
C -4.66920 4.96644 -2.23577
H -3.34278 7.93719 -2.47508
H -3.01105 7.63665 -0.04323
H -3.69730 5.53054 1.00618
H -4.87847 3.85433 -0.36499
H -4.86641 4.18281 -2.96374
N -0.12890 -2.10352 -5.98092
C -0.58476 -3.29412 -6.35590
C -1.21092 -4.19848 -5.51222
C -1.42943 -3.86028 -4.20534
C -0.86477 -2.63016 -3.72730
C -0.24691 -1.81135 -4.63938
H -0.31689 -3.55082 -7.35298
H -1.44297 -5.19153 -5.87726
H -1.86554 -4.55436 -3.50945
H -0.88976 -2.44334 -2.68738
H 0.07437 -0.81736 -4.32676
N -4.05397 -0.90705 3.07665
C -2.96971 -1.68595 2.73196
C -1.66721 -1.24197 2.71705
C -1.43080 0.05500 3.00671
C -2.44095 0.89198 3.36357
C -3.73070 0.34513 3.34086
H -3.25814 -2.68369 2.47947
H -0.85412 -1.88445 2.41396
H -0.46648 0.51290 3.00343
H -2.23659 1.94599 3.57525
H -4.55800 1.03686 3.57407
N 4.53586 -1.57315 2.18080
C 3.63715 -0.56403 2.12917
C 3.63498 0.49613 1.18483
C 4.67646 0.54249 0.28083
C 5.74061 -0.34621 0.44449
C 5.58507 -1.46783 1.31180
H 2.86440 -0.67985 2.88472
H 2.71778 1.09565 1.15321
H 4.68477 1.16468 -0.54144
H 6.63879 -0.19632 -0.13131
H 6.29463 -2.39568 1.31902
O 0.63029 -4.01848 3.31556
C 0.98605 -4.83960 4.15963
O 2.25843 -5.18928 4.25613
C 3.18247 -4.76559 3.29636
C 3.04750 -5.70824 2.02550
C 0.06625 -5.36357 5.23487
H 4.12771 -4.94645 3.77973
H 3.03912 -3.67595 3.11504
H 2.03012 -5.47653 1.57347
H 3.14680 -6.78857 2.31823
H 3.74642 -5.42829 1.22096
H -0.36294 -6.30664 4.96266
H -0.69442 -4.56087 5.30132
H 0.43928 -5.35734 6.24754
O 5.30059 4.50842 0.74890
C 5.99207 3.53971 0.93746
O 5.83893 2.76288 2.04922
C 4.90370 3.27191 3.02531
C 5.01524 2.42079 4.24519
C 7.05728 3.01144 0.01806
H 3.89981 3.18641 2.60921
H 5.13658 4.30523 3.24332
H 4.36442 2.62063 5.04736
H 6.08287 2.59887 4.61804
H 4.88243 1.39328 3.97793
H 8.10928 3.31070 0.38301
H 6.88447 3.42710 -0.95202
H 7.00045 1.92651 -0.07669
O -4.63849 -3.08466 -1.10989
C -3.91592 -3.61607 -0.28174
O -4.40173 -3.96934 0.95619
C -5.75837 -3.56979 1.22914
C -6.12192 -4.09513 2.59872
C -2.53002 -4.09454 -0.55839
H -6.43159 -3.94537 0.45080
H -5.88341 -2.43373 1.07048
H -5.28398 -3.90203 3.23276
H -6.32256 -5.14788 2.53414
H -6.99331 -3.55918 3.01619
H -1.95177 -3.35339 -1.02246
H -2.55460 -5.04991 -1.06594
H -2.08988 -4.25149 0.46851
O 1.08008 -0.24380 -0.56015
C 0.35442 -1.21711 -0.39216
O -0.92467 -1.30722 -0.73724
C -1.50038 -0.18204 -1.44799
C -2.98386 -0.40367 -1.52636
C 0.79280 -2.47398 0.34569
H -1.03264 -0.06011 -2.43356
H -1.28796 0.78624 -0.88052
H -3.12910 -1.33747 -2.03857
H -3.50480 0.44572 -1.94621
H -3.31148 -0.61845 -0.52025
H 0.01142 -2.99077 0.89379
H 1.51084 -2.32738 1.15544
H 1.14310 -3.20095 -0.38786
```

Results
Gap between HOMO and LUMO ... 9.84 eV
E ... -2720.40229 Ha
Energy above the lowest of the compared OMol25 structures with the same formula, charge and spin ... 10.4 kcal per mole
Net charge ... 0
2S+1 ... 1
SMILES ... CCOC(C)=O.CCOC(C)=O.CCOC(C)=O.CCOC(C)=O.c1ccncc1.c1ccncc1.c1ccncc1.c1ccncc1.c1ccncc1.c1ccncc1

---

(3)
Below is a structure of composition C39H43ClFeP2Si2 in a non-equilibrium geometry, with properties calculated with ωB97M-V with the def2-TZVPD basis set.

XYZ file:
```
88
Properties=species:S:1:pos:R:3
C 2.22619 1.64455 4.11716
C 2.16407 0.24878 3.78070
C 2.70171 0.11043 2.45611
H 1.84233 -0.54984 4.43941
C 3.05332 1.41371 1.99826
C 2.74209 2.36102 2.99935
H 2.93241 3.43043 2.94566
H 2.02487 2.06441 5.09793
H 2.90704 -0.81447 1.94076
H 3.57986 1.62641 1.07915
Fe 0.81014 1.26151 2.40081
Si -1.99907 -0.50801 -6.20619
C -2.65088 -2.19639 -5.83825
C -3.62856 -2.78296 -6.65875
H -4.00008 -2.24304 -7.53459
C -4.11897 -4.05959 -6.35539
H -4.87207 -4.52278 -6.99719
C -3.64940 -4.74665 -5.22491
H -4.04070 -5.74012 -4.98354
C -2.67553 -4.15769 -4.40380
H -2.29235 -4.69525 -3.53116
C -2.18395 -2.88023 -4.70182
H -1.43871 -2.41452 -4.04772
C -0.26812 -0.61585 -6.83671
C 0.35976 -1.85643 -7.04265
H -0.18177 -2.78814 -6.85300
C 1.68749 -1.90630 -7.48961
H 2.17766 -2.87457 -7.62307
C 2.38703 -0.72187 -7.76152
H 3.42475 -0.76282 -8.11008
C 1.75291 0.51838 -7.58029
H 2.29693 1.44222 -7.79320
C 0.42975 0.57254 -7.12613
H -0.06603 1.53921 -6.99436
H -2.06159 0.28777 -4.96401
Si 0.44835 0.20628 0.16695
C 2.04181 0.17546 -0.83083
C 2.57819 -1.02647 -1.29453
H 2.06413 -1.96975 -1.09612
C 3.78078 -1.01582 -2.01784
H 4.20888 -1.96210 -2.34795
C 4.42255 0.19017 -2.31173
H 5.36471 0.19690 -2.86503
C 3.83806 1.40141 -1.91465
H 4.31233 2.35373 -2.15663
C 2.63507 1.39412 -1.19902
H 2.17402 2.34280 -0.90622
C -0.10158 -1.59787 0.34323
C 0.38873 -2.38100 1.40129
H 1.00911 -1.93627 2.18210
C 0.09139 -3.74626 1.47161
H 0.49982 -4.34300 2.28709
C -0.71972 -4.34577 0.50342
H -0.94830 -5.41169 0.55726
C -1.23449 -3.56521 -0.54055
H -1.87487 -4.01510 -1.29907
C -0.92922 -2.19694 -0.61802
H -1.34153 -1.60165 -1.43729
H -2.82341 0.07569 -7.28971
Cl -0.76871 1.06341 -1.33306
C -2.16171 1.97025 1.62745
P -1.48124 2.48743 3.34649
C -3.14573 2.97490 3.97805
C -0.58949 3.49809 4.61585
C -0.14213 4.82096 4.67898
C 0.44104 5.29890 5.86144
C 0.53026 4.47813 6.98827
C 0.07076 3.14831 6.95857
C -0.45187 2.65498 5.76480
P -0.62937 0.88229 5.23905
C 0.43974 0.16147 6.56807
C -2.20761 0.26373 5.92157
H -3.11973 2.48122 1.48417
H -2.31043 0.87686 1.65826
H -1.48096 2.24394 0.81614
H -3.35587 2.62806 4.99968
H -3.17444 4.07744 3.99522
H -3.91872 2.59981 3.29660
H -0.21529 5.47345 3.80074
H 0.85597 6.31075 5.90413
H 0.99104 4.84186 7.90825
H 0.13265 2.51947 7.85548
H -0.04083 0.27323 7.55207
H 0.56140 -0.90872 6.35265
H 1.42402 0.64053 6.60346
H -2.30223 0.53910 6.98129
H -3.05813 0.62843 5.33921
H -2.14974 -0.83379 5.85201
```

Results
Gap between HOMO and LUMO (alpha / beta) ... 6.13 / 5.23 eV
E ... -4497.17774 Ha
Energy above the lowest of the compared OMol25 structures with the same formula, charge and spin ... 52.8 kcal per mole
Net charge ... +1
<S²> ... 8.82
2S+1 ... 6

---

(4)
Below is an isolated molecule of C3HF3O in a non-equilibrium geometry, with properties calculated with ωB97M-V with the def2-TZVPD basis set.

XYZ file:
```
8
Properties=species:S:1:pos:R:3
C 0.31061 -0.09204 0.45844
C 1.47549 -0.26164 -0.05167
C -1.03330 0.26665 -0.04025
O 0.99736 -1.50214 0.02916
F 2.66886 0.24241 -0.06002
F -1.56605 1.06589 0.85720
F -1.12288 0.98884 -1.20198
H -1.73010 -0.70797 0.00912
```

Results
Gap between HOMO and LUMO ... 9.38 eV
E ... -489.57585 Ha
Energy above the lowest of the compared OMol25 structures with the same formula, charge and spin ... 101.3 kcal per mole
Net charge ... 0
2S+1 ... 1
SMILES ... FC1=C(C(F)F)O1

---

Repeat the fourth record exactly.
Below is an isolated molecule of C3HF3O in a non-equilibrium geometry, with properties calculated with ωB97M-V with the def2-TZVPD basis set.

XYZ file:
```
8
Properties=species:S:1:pos:R:3
C 0.31061 -0.09204 0.45844
C 1.47549 -0.26164 -0.05167
C -1.03330 0.26665 -0.04025
O 0.99736 -1.50214 0.02916
F 2.66886 0.24241 -0.06002
F -1.56605 1.06589 0.85720
F -1.12288 0.98884 -1.20198
H -1.73010 -0.70797 0.00912
```

Results
Gap between HOMO and LUMO ... 9.38 eV
E ... -489.57585 Ha
Energy above the lowest of the compared OMol25 structures with the same formula, charge and spin ... 101.3 kcal per mole
Net charge ... 0
2S+1 ... 1
SMILES ... FC1=C(C(F)F)O1